*1*
Below is one molecule with the formula C2H5NO2, with properties calculated with ωB97M-V/def2-TZVPD.

Computed properties:
LUMO level: 1.074 eV
Structure (SMILES): C=[N+]([O-])OC
Frontier orbital gap: 10.2 eV

```
10
Properties=species:S:1:pos:R:3:mulliken_charge:R:1
C 1.59516 -0.86690 -0.65001 -0.482
N 0.45174 -0.60332 -0.17121 0.745
O -0.27995 -1.38940 0.32643 -0.712
O -0.04284 0.73828 -0.14856 -0.320
C -1.25737 0.96030 0.55476 -0.537
H 2.26424 -0.03813 -0.99751 0.249
H 1.91721 -1.82672 -0.52502 0.298
H -1.54259 0.01301 1.10419 0.292
H -1.18530 1.99402 0.89159 0.236
H -1.92031 1.01886 -0.38466 0.230
```



*2*
Below is one molecule with the formula C2H5NO2, with properties calculated with ωB97M-V/def2-TZVPD.

Computed properties:
LUMO level: 0.486 eV
Structure (SMILES): NCC(=O)O
Frontier orbital gap: 10.2 eV

```
10
Properties=species:S:1:pos:R:3:mulliken_charge:R:1
N 1.31214 0.18013 -0.17370 -0.631
C -0.00768 -0.68746 0.13510 -0.157
C -1.26245 0.10997 0.04639 0.460
O -2.40016 -0.46003 -0.16630 -0.621
O -1.13309 1.32405 0.03181 -0.472
H 1.95682 -0.20118 -0.88090 0.197
H 1.53627 0.53572 0.77820 0.239
H 0.14365 -1.08059 1.19985 0.229
H 0.05426 -1.43225 -0.65081 0.308
H -0.19975 1.71164 -0.31964 0.449
```



*3*
Below is one molecule with the formula C2H5NO2, with properties calculated with ωB97M-V/def2-TZVPD.

Computed properties:
LUMO level: 0.914 eV
Structure (SMILES): C=[N+]([O-])OC
Frontier orbital gap: 10.1 eV

```
10
Properties=species:S:1:pos:R:3:mulliken_charge:R:1
C -1.85281 0.38672 -0.36727 -0.497
N -0.63080 0.62009 0.02580 0.611
O 0.02920 1.61150 0.28714 -0.626
O 0.08102 -0.64169 -0.14994 -0.296
C 1.43384 -0.61799 0.26882 -0.567
H -2.56226 1.09032 -0.09414 0.284
H -2.05618 -0.53648 -0.76885 0.330
H 1.91043 -1.46622 -0.41269 0.215
H 1.72745 -0.80557 1.28951 0.285
H 1.92011 0.35931 -0.07838 0.260
```



*4*
Below is one molecule with the formula C2H5NO2, with properties calculated with ωB97M-V/def2-TZVPD.

Computed properties:
LUMO level: 0.715 eV
Structure (SMILES): CC(=O)NO
Frontier orbital gap: 10.6 eV

```
10
Properties=species:S:1:pos:R:3:mulliken_charge:R:1
C -1.38682 -0.21892 0.00562 -0.859
C 0.01386 0.41378 -0.05822 0.611
O 0.16312 1.61988 -0.00295 -0.588
N 1.08416 -0.52559 0.16041 -0.222
O 2.40396 0.09232 -0.03640 -0.404
H -2.20094 0.30334 -0.67567 0.270
H -1.73690 -0.15232 1.16497 0.214
H -1.43347 -1.28536 -0.20981 0.311
H 0.92848 -1.33963 -0.57728 0.293
H 2.16455 1.09250 0.22932 0.375
```



Tell me which of them is the most stable. Sure, it is *2*.



*1*
Below is C2H5NO2 as an isolated structure, with properties calculated with ωB97M-V/def2-TZVPD.

Computed properties:
LUMO level: -5.479 eV
Frontier orbital gap: 2.6 eV

```
10
Properties=species:S:1:pos:R:3:mulliken_charge:R:1
O -1.06837 1.32769 2.70909 -0.684
C 1.08575 -0.14700 -2.67788 0.561
O -1.45160 -0.92763 2.03890 -0.721
C 2.14456 0.52389 -2.37293 -0.412
N 0.09557 -0.85668 -2.56727 -0.365
H -0.11357 1.35535 2.50850 0.273
H -1.39908 0.30361 2.44854 0.439
H 2.82451 1.13740 -2.94683 0.291
H -0.02682 -1.20281 -1.60584 0.343
H -2.09095 -1.51381 2.46573 0.275
```



*2*
Below is one molecule with the formula C2H5NO2, with properties calculated with ωB97M-V/def2-TZVPD.

Computed properties:
LUMO level: 0.693 eV
Structure (SMILES): NC(=O)CO
Frontier orbital gap: 10.5 eV

```
10
Properties=species:S:1:pos:R:3:mulliken_charge:R:1
N -0.71115 1.23203 0.31610 -0.370
C 0.48159 0.57454 0.35143 0.457
O 1.46789 1.00690 0.91997 -0.612
C 0.52837 -0.78928 -0.33362 -0.228
O -0.72068 -1.30282 -0.74524 -0.546
H -0.71401 2.15823 0.71730 0.234
H -1.40845 1.00328 -0.37550 0.243
H 1.15328 -0.70029 -1.22787 0.231
H 1.05516 -1.45792 0.35850 0.271
H -1.13202 -1.72466 0.01893 0.320
```



*3*
Below is one molecule with the formula C2H5NO2, with properties calculated with ωB97M-V/def2-TZVPD.

Computed properties:
LUMO level: 0.721 eV
Structure (SMILES): CNC(=O)O
Frontier orbital gap: 10.9 eV

```
10
Properties=species:S:1:pos:R:3:mulliken_charge:R:1
C 1.55185 -0.66790 0.83810 -0.920
N 0.34460 -0.82940 -0.07156 -0.184
C -0.34460 0.22908 -0.39061 0.686
O -1.19640 0.14304 -1.26364 -0.641
O -0.55206 1.17369 0.60694 -0.485
H 1.38158 0.03929 1.58867 0.349
H 2.55779 -0.62270 0.39608 0.264
H 1.56945 -1.39116 1.57948 0.388
H 0.21282 -1.60599 -0.69368 0.233
H -1.38970 1.48546 0.19896 0.309
```



*4*
Below is C2H5NO2 as an isolated structure, with properties calculated with ωB97M-V/def2-TZVPD.

Computed properties:
LUMO level: 0.401 eV
Frontier orbital gap: 8.1 eV

```
10
Properties=species:S:1:pos:R:3:mulliken_charge:R:1
C -0.07855 0.64439 0.23757 0.550
C 0.85877 -0.96242 -1.30144 -0.346
O -1.37795 1.06376 0.20503 -0.497
O 0.67447 1.38068 1.07916 -0.458
N 0.47740 0.11970 -0.80832 -0.150
H -1.88803 0.51873 -0.40560 0.333
H 0.08802 1.93809 1.60659 0.349
H 0.16836 -2.02089 0.49491 -0.099
H 1.28317 -0.83864 -2.30551 0.193
H -0.20565 -1.84340 1.19761 0.123
```



Tell me which of them is the most stable. Sure, it is *2*.



*1*
Below is one molecule with the formula C2H5NO2, with properties calculated with ωB97M-V/def2-TZVPD.

Computed properties:
LUMO level: 0.773 eV
Structure (SMILES): O=CNCO
Frontier orbital gap: 10.9 eV

```
10
Properties=species:S:1:pos:R:3:mulliken_charge:R:1
O -0.18928 0.75300 -2.01450 -0.508
C 0.10132 -0.36186 -1.56382 0.166
N 0.34234 -0.54893 -0.15608 -0.148
C -0.31927 0.15533 0.82533 -0.467
O 0.21537 0.99994 1.79022 -0.520
H 0.12395 -1.36632 -2.15000 0.276
H 0.86168 -1.32090 0.23658 0.261
H -1.09034 0.70571 0.29298 0.344
H -0.85451 -0.68870 1.36502 0.285
H 0.80874 1.67273 1.37426 0.312
```



*2*
Below is a 2-piece molecular cluster, C2H5NO2 overall, with properties calculated with ωB97M-V/def2-TZVPD.

Computed properties:
LUMO level: 0.874 eV
Structure (SMILES): CC1=NO1.O
Frontier orbital gap: 10.1 eV

```
10
Properties=species:S:1:pos:R:3:mulliken_charge:R:1
C -0.48852 -1.59435 0.29554 -0.840
C -0.92243 -0.18143 0.37095 0.890
N -1.25946 0.75740 1.05885 -0.476
O -1.08901 0.81575 -0.51256 -0.393
H -0.77589 -2.02032 -0.79550 0.240
H -1.03432 -2.09572 1.11636 0.284
H 0.51170 -1.78355 0.42794 0.296
O 1.65946 1.72555 -0.42809 -0.590
H 1.08106 2.51389 -0.49983 0.309
H 2.31741 1.86278 -1.03366 0.278
```



*3*
Below is one molecule with the formula C2H5NO2, with properties calculated with ωB97M-V/def2-TZVPD.

Computed properties:
LUMO level: 0.880 eV
Structure (SMILES): C[C@@]1(O)NO1
Frontier orbital gap: 11.1 eV

```
10
Properties=species:S:1:pos:R:3:mulliken_charge:R:1
C 0.82414 -0.58874 0.09535 -1.079
C -0.57197 -0.00214 -0.00057 0.921
O -0.58178 1.68429 -0.09000 -0.527
N -1.65023 -0.57270 -0.65924 -0.504
O -1.63376 -0.45616 0.75576 -0.333
H 1.09712 -1.50764 -0.54617 0.311
H 1.18495 -1.02975 1.05377 0.308
H 1.66031 0.13364 -0.19323 0.306
H -0.54082 1.82871 0.83112 0.285
H -2.25747 0.20674 -1.21249 0.312
```



Tell me which of them is the most stable. Sure, it is *1*.